(1)
Molecular formula: C5H6N2O2
Method: DFT, the ωB97M-V functional and the def2-TZVPD basis

Geometry (Å):
C: 2.325 -1.404 -1.099
C: 0.902 -1.165 -0.651
O: 0.096 -2.086 -0.533
N: 0.581 0.079 -0.149
C: -0.568 0.512 0.416
N: -1.549 -0.256 0.952
C: -2.460 0.703 1.327
C: -2.055 1.956 1.050
O: -0.761 1.794 0.448
H: 3.001 -0.998 -0.489
H: 2.453 -2.293 -1.633
H: 2.691 -0.638 -2.038
H: 1.044 0.832 -0.711
H: -3.276 0.187 1.957
H: -2.424 2.778 1.153

Properties
HOMO energy: -8.7 eV
Molecular weight: 126.11 u
Energy: -12354.99664 eV
Charge: 0
SMILES: CC(=O)Nc1ncco1

=====

(2)
Molecular formula: C5H6N2O2
Method: DFT, the ωB97M-V functional and the def2-TZVPD basis

Geometry (Å):
C: -2.215 0.404 -0.255
C: -0.784 0.503 0.080
C: 0.011 1.670 0.092
C: 1.298 1.473 -0.096
C: 1.258 -0.805 0.109
H: -2.820 -0.821 1.465
H: -1.738 -1.846 -0.202
H: -2.165 0.720 -1.405
H: -2.615 1.460 0.391
H: -0.391 2.654 0.253
H: 2.121 2.237 -0.127
N: -2.748 -1.007 0.011
N: -0.127 -0.558 0.067
O: 2.063 0.300 0.062
O: 1.727 -1.915 -0.124

Properties
HOMO energy: -9.8 eV
Molecular weight: 126.11 u
Energy: -12351.67210 eV
Charge: 0

=====

(3)
Molecular formula: C5H6N2O2P
Method: DFT, the ωB97M-V functional and the def2-TZVPD basis

Geometry (Å):
N: 0.203 -3.052 0.694
P: 1.289 -1.804 1.233
O: 1.222 -1.763 2.697
O: 2.595 -1.925 0.545
C: 0.287 -0.133 0.440
C: 0.772 1.123 0.628
C: 0.264 2.138 -0.243
C: -0.762 1.862 -1.135
C: -1.286 0.553 -1.023
N: -0.707 -0.403 -0.350
H: -0.559 -2.965 1.332
H: -0.038 -2.673 -0.185
H: 1.618 1.241 1.271
H: 0.729 3.062 -0.326
H: -0.980 2.597 -1.910
H: -2.109 0.328 -1.646

Properties
HOMO energy: -4.7 eV
Molecular weight: 157.09 u
Energy: -21649.35584 eV
Charge: -1
SMILES: N[P@@](=O)([O-])c1ccccn1

=====

(4)
Molecular formula: C5H6N2O3
Method: DFT, the ωB97M-V functional and the def2-TZVPD basis

Geometry (Å):
C: 1.282 -0.001 -0.547
C: 2.227 1.093 -0.512
C: -1.419 -0.382 -0.415
C: -0.439 -1.608 -0.452
C: -0.798 0.821 0.211
N: 0.876 -1.125 -0.752
N: -0.535 0.705 1.538
O: -0.026 1.721 2.025
O: 2.604 1.748 -1.445
O: -0.759 -0.344 2.125
H: 2.435 1.190 0.645
H: -1.720 -0.214 -1.536
H: -2.260 -0.924 0.060
H: -0.299 -2.084 0.421
H: -0.532 -2.345 -1.236
H: -0.638 1.747 -0.130

Properties
HOMO energy (alpha / beta): -9.1 / -9.1 eV
Molecular weight: 142.11 u
Energy: -14397.81603 eV
Charge: 0